128
Properties=species:S:1:pos:R:3 method="wB97M-V/def2-TZVPD" gap_ha=0.35725 homo_ev=-9.39 energy_ev=-343274.9590 relative_energy_kcal_mol=0.0 charge=0 multiplicity=1 smiles=BrCCBr.BrCCBr.COCCOC.COCCOC.COCCOC.COCCOC.COCCOC.COCCOC.COCCOC
Br -1.2695 -0.6984 1.5839
H 1.0927 -1.1481 0.8961
C -5.5669 2.1439 5.7215
C -5.4388 -0.6625 0.7624
H 2.8008 -2.4371 -2.2687
H 4.0878 -1.4330 -2.9574
O 2.3529 5.1815 -3.9209
C -3.0942 2.9057 1.1521
C -6.3897 3.7446 -0.0565
H -8.4156 5.1618 -0.1338
C 3.4447 -2.2817 -3.1421
H -5.3193 1.9893 0.5848
H -2.9485 1.8877 0.7673
H -0.0886 -4.6983 -2.7062
H -2.1419 3.3943 0.9850
H 0.8210 3.7503 -3.9638
O 2.9934 2.5615 -4.6333
O 5.1638 -0.6727 3.1114
H 1.2723 0.0370 -1.2260
H -2.6987 1.2853 5.6102
H -6.2972 4.0542 4.3893
Br 4.5256 3.6212 0.3111
H -1.7262 -3.9476 -2.5604
H 2.0028 7.1254 -4.5253
H -6.2126 2.5483 6.5250
O -4.3191 0.1787 5.0658
H -3.3553 2.9118 2.2130
H 6.3496 -2.0288 4.1041
C 5.9369 -7.0791 -2.4534
H 2.0285 0.7060 -4.5000
H 5.3601 -7.9801 -2.6964
C -5.3203 3.0672 0.7981
H -3.9505 0.2429 -2.8029
C 6.7213 -0.0327 4.7258
H 4.0256 -1.4044 1.5765
H -1.1782 -4.8313 -0.4646
H -6.0869 3.5877 -1.0963
C -3.7849 -0.8010 -2.4869
C 0.2822 -0.0915 -0.7968
C 1.4704 6.2817 -4.0621
C -7.4794 5.6656 -0.3478
H 0.2736 -5.2046 1.2578
H 1.2954 4.2809 -2.3556
H 0.5616 -3.4346 1.4405
H 5.8559 -6.8630 -1.3801
O 0.7967 -4.2126 -0.4838
H 7.4977 0.1154 3.9604
O -6.4763 5.0617 0.3573
H 1.0383 2.0363 -5.1734
H -4.7854 2.8871 5.5425
H 7.8297 1.5227 6.4535
H 0.8581 0.5654 1.1411
H 4.5622 1.7138 1.9687
H -7.3298 3.1985 0.0793
H -5.4281 -1.7331 1.0074
H -0.1854 -0.9392 -1.2943
H 3.5238 -6.5466 -2.7693
C -6.9839 3.2118 4.3396
H -3.7255 -1.9157 -0.7180
H 5.0002 -1.2928 5.0124
H -4.4232 0.8399 7.0083
H -7.4221 3.2696 3.3415
O -5.1362 -0.3804 -0.6059
H 0.1249 -1.5373 -4.3677
Br -0.6767 1.5965 -1.2066
H 9.1154 0.5823 5.6771
C 5.6864 0.9662 0.2250
C 2.0523 1.6148 -5.1200
H 5.0525 -2.5674 2.2545
H 6.9570 -7.3266 -2.6809
H -7.8047 3.4374 5.0415
O -0.1237 -2.6251 -2.6304
H 2.3337 2.0829 -2.7427
C -0.5571 -3.9820 -0.7985
H 2.5322 -4.4696 -3.0708
O -4.7030 -1.6873 -3.0557
H 6.1294 2.4679 1.7625
O 7.2894 -0.4094 5.9146
H -1.0208 -3.0868 -0.3255
H 2.3410 1.3611 -6.1265
H 6.1240 0.8876 4.8581
H 8.5487 0.1798 7.3082
C 3.5624 -4.5599 -3.4818
H 4.3221 -5.3639 -1.6735
H -6.4219 -0.2563 0.9517
C 5.2854 2.0549 1.2325
H 3.5127 -4.6412 -4.5570
O 4.3135 -3.4044 -3.2180
H -1.1201 -2.8497 -4.4069
H 0.5859 -3.3148 -4.4657
H -3.5369 1.9321 4.1989
C -0.6752 -3.8828 -2.2556
H 0.6429 6.0650 -4.7370
C 8.2337 0.5030 6.3257
H 2.8620 -2.2099 -4.0496
O 5.4612 -5.9810 -3.2044
C 4.4540 -1.7165 2.5317
O -6.3813 2.0047 4.5785
H -7.5959 6.7187 -0.1150
H -5.8610 0.1242 6.3299
C -4.5377 -1.7974 -4.4508
Br 4.0977 0.4563 -0.7960
H -2.7665 -1.1261 -2.8165
H -2.6387 0.4613 3.9579
C -3.8492 -0.8636 -1.0184
C 4.1633 -5.6454 -2.7063
H -4.6918 -0.1486 1.3871
H -5.5422 3.2908 1.8428
C 5.7928 -1.1085 4.2777
H -7.3269 5.6489 -1.4398
H -3.0877 -0.2528 -0.5444
O -4.0858 3.5758 0.4149
C -5.0464 0.8069 6.0877
H 1.1267 6.6172 -3.0806
C -3.2249 0.9967 4.6913
H 1.9502 -4.5814 1.1577
H -4.6066 -0.8143 -4.9352
H -5.3175 -2.4340 -4.8295
H 3.6481 -2.0705 3.1841
C 2.6621 2.9589 -3.3059
C 0.9094 -4.3561 0.9249
C -0.0939 -2.5642 -4.0912
C 1.6883 4.0727 -3.3710
H 3.5672 3.3420 -2.8280
H 6.4436 1.3074 -0.4722
H -3.5711 -2.2182 -4.8046
C 0.4226 -0.3175 0.6889
H 6.0230 0.0713 0.7634